The following is a DFT calculation (ωB97M-V/def2-TZVPD) of C51H133BeN10O15 as an isolated structure at a distorted geometry.

Summary:
Frontier orbital gap (alpha / beta) in eV: 6.01 / 3.54
Net charge: +2
Multiplicity: 2
E_LUMO (alpha / beta) in eV: -5.865 / -8.337
⟨S²⟩: 0.75

Structure (XYZ):
```
210
C51H133BeN10O15 | the OMol25 dataset | ωB97M-V/def2-TZVPD
Be 11.37 19.00 -6.23
C 10.42 15.19 -8.74
C 10.93 16.53 -9.30
C 10.12 16.91 -10.53
O 11.01 17.45 -8.23
H 11.09 14.70 -8.04
H 10.17 14.46 -9.52
H 9.49 15.39 -8.20
H 11.95 16.28 -9.61
H 10.33 16.15 -11.27
H 10.48 17.88 -10.89
H 9.06 16.84 -10.30
C 14.53 11.34 -1.00
O 15.09 11.17 -2.29
C 16.20 12.00 -2.51
C 15.84 13.47 -2.74
N 15.12 13.71 -3.99
C 15.89 13.63 -5.25
C 14.95 13.37 -6.48
O 14.29 12.10 -6.33
C 13.37 11.86 -7.41
H 13.97 10.45 -0.73
H 13.71 12.06 -0.97
H 15.29 11.47 -0.22
H 16.81 11.59 -3.31
H 16.91 11.87 -1.69
H 16.56 14.29 -2.64
H 15.19 13.75 -1.90
H 14.37 13.03 -3.97
H 16.53 12.76 -5.11
H 16.42 14.56 -5.45
H 15.51 13.40 -7.41
H 14.27 14.21 -6.57
H 13.01 10.85 -7.24
H 13.84 11.95 -8.39
H 12.53 12.54 -7.32
C 20.60 14.54 -13.61
O 19.44 15.05 -14.19
C 18.48 15.64 -13.27
C 17.31 16.03 -14.16
N 16.34 16.83 -13.41
C 15.14 17.28 -14.18
C 14.09 18.08 -13.31
O 13.20 18.65 -14.26
C 12.13 19.34 -13.73
H 21.32 15.35 -13.50
H 20.91 13.70 -14.23
H 20.44 14.06 -12.65
H 18.87 16.54 -12.78
H 18.21 14.92 -12.50
H 16.91 15.08 -14.50
H 17.61 16.63 -15.02
H 16.20 16.47 -12.48
H 14.61 16.47 -14.69
H 15.43 17.96 -14.98
H 14.55 18.87 -12.72
H 13.73 17.47 -12.48
H 11.67 19.98 -14.49
H 12.29 19.90 -12.82
H 11.35 18.62 -13.48
C 14.75 19.70 -5.08
O 13.74 18.73 -5.45
C 14.14 17.38 -5.26
C 13.02 16.35 -5.46
N 11.81 16.84 -4.93
C 10.54 16.05 -5.10
C 9.46 16.86 -4.35
O 9.53 18.26 -4.76
C 8.51 19.05 -4.13
H 15.70 19.42 -5.53
H 14.90 19.61 -4.00
H 14.48 20.68 -5.48
H 14.28 17.26 -4.18
H 14.99 17.10 -5.89
H 13.43 15.43 -5.05
H 12.88 16.16 -6.52
H 11.92 16.78 -3.92
H 10.52 15.05 -4.66
H 10.36 16.05 -6.18
H 9.57 16.88 -3.26
H 8.46 16.47 -4.53
H 7.50 18.71 -4.35
H 8.61 20.13 -4.24
H 8.55 18.93 -3.05
C 18.14 11.89 -11.45
O 17.15 12.67 -10.85
C 16.10 13.06 -11.66
C 15.31 14.12 -10.89
N 16.05 15.42 -10.86
C 15.32 16.44 -10.11
C 15.28 16.32 -8.61
O 16.56 16.09 -7.95
C 17.44 17.17 -8.05
H 17.88 10.87 -11.73
H 18.88 11.70 -10.67
H 18.56 12.46 -12.28
H 15.51 12.17 -11.87
H 16.37 13.54 -12.60
H 15.13 13.66 -9.92
H 14.32 14.31 -11.30
H 16.86 15.07 -10.37
H 14.29 16.45 -10.48
H 15.59 17.46 -10.40
H 14.63 15.50 -8.30
H 14.81 17.23 -8.26
H 18.34 16.90 -7.51
H 17.17 18.13 -7.61
H 17.80 17.40 -9.06
C 13.83 19.66 -9.65
C 14.06 20.45 -8.36
C 14.91 21.72 -8.69
O 15.13 22.47 -7.54
C 16.13 23.42 -7.67
N 12.76 20.67 -7.79
H 13.33 18.72 -9.43
H 14.72 19.46 -10.25
H 13.14 20.16 -10.33
H 14.64 19.85 -7.65
H 14.41 22.35 -9.43
H 15.87 21.36 -9.05
H 15.64 24.25 -8.17
H 17.05 23.14 -8.17
H 16.30 23.61 -6.61
H 12.91 21.38 -7.09
H 12.14 21.24 -8.35
C 7.14 17.79 -12.88
C 6.31 18.24 -14.05
C 7.08 19.00 -15.21
O 6.27 19.41 -16.28
C 6.98 19.79 -17.42
N 5.67 17.05 -14.58
H 8.10 17.32 -13.08
H 6.64 17.14 -12.17
H 7.39 18.68 -12.31
H 5.47 18.84 -13.71
H 7.80 18.29 -15.60
H 7.62 19.86 -14.82
H 7.79 20.48 -17.16
H 6.40 20.36 -18.15
H 7.41 18.90 -17.89
H 6.41 16.37 -14.73
H 5.39 17.33 -15.51
C 14.05 13.23 -15.75
C 13.08 12.81 -14.67
C 11.67 13.22 -15.14
O 11.52 14.63 -15.22
C 11.65 15.25 -13.91
N 13.18 11.36 -14.65
H 15.06 12.84 -15.60
H 14.12 14.31 -15.80
H 13.81 12.88 -16.76
H 13.41 13.24 -13.72
H 10.92 12.80 -14.47
H 11.44 12.77 -16.11
H 11.41 16.31 -14.04
H 12.64 15.33 -13.46
H 10.84 14.84 -13.31
H 12.73 11.01 -15.48
H 12.64 11.00 -13.87
C 5.99 14.37 -4.26
C 7.05 13.54 -4.91
C 7.41 14.04 -6.42
O 6.40 13.62 -7.30
C 6.74 13.94 -8.66
N 8.23 13.64 -4.10
H 6.41 15.25 -3.77
H 5.53 13.82 -3.44
H 5.17 14.66 -4.91
H 6.73 12.50 -4.94
H 8.28 13.46 -6.70
H 7.58 15.12 -6.47
H 7.00 14.99 -8.80
H 5.93 13.65 -9.34
H 7.55 13.26 -8.92
H 8.82 12.82 -4.17
H 7.96 13.50 -3.13
C 7.84 14.11 -11.95
C 8.46 12.84 -12.42
C 8.01 11.62 -11.61
O 8.38 10.40 -12.27
C 7.73 9.26 -11.68
N 7.91 12.71 -13.76
H 8.31 14.32 -10.99
H 6.75 14.14 -11.87
H 8.11 14.90 -12.66
H 9.55 12.89 -12.43
H 6.93 11.70 -11.65
H 8.37 11.69 -10.58
H 6.71 9.14 -12.06
H 7.82 9.23 -10.60
H 8.22 8.38 -12.09
H 6.94 12.46 -13.63
H 8.32 11.89 -14.18
C 7.61 20.27 -9.25
C 7.95 19.84 -7.83
C 7.38 18.49 -7.46
O 5.97 18.58 -7.17
C 5.30 17.31 -7.10
N 9.40 19.85 -7.81
H 6.53 20.41 -9.32
H 7.83 19.60 -10.08
H 8.12 21.20 -9.51
H 7.56 20.58 -7.14
H 8.04 17.98 -6.77
H 7.41 17.82 -8.32
H 4.22 17.35 -7.07
H 5.63 16.66 -6.30
H 5.45 16.70 -7.99
H 9.75 19.12 -8.42
H 9.65 20.74 -8.21
```


The following is a DFT calculation (ωB97M-V/def2-TZVPD) of one molecule with the formula C15H20N2O2S at a distorted geometry.

Summary:
Frontier orbital gap in eV: 7.67
SMILES: CS/C(=C/[N+](=O)[O-])Nc1cccc2c1[C@@H](C)CC2(C)C
Net charge: 0
Multiplicity: 1
E_LUMO in eV: -0.563

Structure (XYZ):
```
40
C15H20N2O2S | the OMol25 dataset | ωB97M-V/def2-TZVPD
C 2.39 -2.55 3.87
S 2.59 -1.34 2.50
C 1.75 -2.09 1.16
C 2.39 -3.30 0.63
N 2.13 -3.97 -0.55
O 1.27 -3.51 -1.32
O 2.80 -5.00 -0.74
N 0.70 -1.63 0.55
C -0.02 -0.51 0.85
C -0.35 -0.12 2.17
C -1.07 1.06 2.38
C -1.45 1.90 1.31
C -1.05 1.55 -0.01
C -0.38 0.36 -0.22
C -0.12 0.18 -1.67
C -1.17 -0.80 -2.25
C -0.30 1.57 -2.26
C -1.14 2.36 -1.24
C -0.53 3.77 -1.07
C -2.55 2.48 -1.74
H 1.33 -2.73 4.07
H 2.88 -3.49 3.66
H 2.82 -2.14 4.81
H 3.22 -3.73 1.19
H 0.56 -2.04 -0.39
H -0.07 -0.78 2.97
H -1.31 1.39 3.37
H -2.01 2.82 1.44
H 0.90 -0.15 -1.92
H -1.13 -0.89 -3.36
H -1.00 -1.81 -1.82
H -2.22 -0.53 -2.02
H 0.72 2.01 -2.33
H -0.75 1.62 -3.27
H 0.37 3.73 -0.48
H -0.30 4.25 -2.02
H -1.21 4.45 -0.58
H -3.23 2.80 -0.95
H -2.90 1.56 -2.18
H -2.58 3.23 -2.53
```


no.,electronic energy (eV)
1,-101030.3876
2,-33786.6928